53
Properties=species:S:1:pos:R:3:forces:R:3:mulliken_charge:R:1 method="wB97M-V/def2-TZVPD" multiplicity=2 orbital_gap_ev="6.02 / 5.31" largest_force_ev_per_a=1.427 charge=0 homo_ha="-0.2848 / -0.2847"
Ir -0.6571 0.2048 -0.0240 -0.3945 -1.3696 0.0698 1.70
Cl -4.8895 -4.8429 1.3661 -0.0131 -0.0055 0.0081 -0.19
C -3.6763 -3.6275 1.4797 -0.0233 0.0103 -0.0723 0.24
C -2.9073 -3.5110 2.6402 0.0860 0.0415 0.0605 0.43
Cl -3.1623 -4.5731 3.9667 -0.0276 -0.0344 0.0244 -0.19
C -1.9219 -2.5327 2.7293 -0.0246 0.0651 -0.0892 0.03
Cl -0.9380 -2.3154 4.1188 -0.0125 -0.0735 0.0438 -0.17
C -1.7078 -1.6900 1.6457 -0.0161 -0.0902 0.2550 0.26
O -0.7515 -0.7470 1.6740 0.0688 0.1624 -0.2427 -1.18
C -2.4688 -1.7950 0.4931 -0.1772 -0.1865 0.0593 0.41
O -2.1826 -0.9407 -0.4977 0.1525 0.5065 -0.1006 -1.03
C -3.4640 -2.7640 0.4084 0.0410 -0.0046 0.0370 0.29
Cl -4.3858 -2.8670 -1.0365 -0.0263 0.0157 -0.0772 -0.20
C -2.1750 5.8276 -3.9916 -0.0009 -0.0079 -0.0100 -1.44
C -2.1032 4.9048 -2.8079 -0.0100 -0.0026 0.0169 0.71
C -3.1023 3.9693 -2.5638 0.0485 0.0256 0.0074 -1.02
C -3.0531 3.1212 -1.4669 -0.0135 -0.0810 0.0237 1.16
C -4.1569 2.1184 -1.2628 -0.0444 -0.0127 0.0174 -1.57
C -1.9598 3.2173 -0.5893 -0.1351 -0.0088 0.0383 -0.44
Te -1.9294 1.9686 1.1195 0.2309 0.3720 -0.1088 0.20
C -0.9247 4.1326 -0.8253 0.0539 -0.0257 -0.0086 1.14
C 0.2993 4.2681 0.0411 0.0027 0.0014 0.0274 -1.74
C -1.0267 4.9647 -1.9353 0.0031 -0.0360 -0.0282 -0.72
H -3.0550 5.6248 -4.5997 -0.0004 0.0003 -0.0031 0.34
H -1.2915 5.7182 -4.6220 0.0009 0.0053 -0.0061 0.34
H -2.2183 6.8686 -3.6678 0.0002 0.0022 0.0001 0.33
H -3.9399 3.8960 -3.2474 -0.0124 -0.0029 -0.0030 0.25
H -4.8736 2.1706 -2.0808 -0.0007 -0.0062 -0.0033 0.38
H -4.6981 2.3056 -0.3331 -0.0075 0.0069 0.0024 0.40
H -3.7733 1.0965 -1.2119 0.0134 0.0036 -0.0127 0.26
H 0.4481 3.4203 0.7058 0.0202 -0.0038 -0.0137 0.34
H 0.2376 5.1701 0.6531 -0.0113 -0.0047 0.0217 0.34
H 1.1872 4.3552 -0.5847 0.0062 0.0145 0.0054 0.38
H -0.2280 5.6734 -2.1268 0.0072 0.0072 0.0041 0.43
C 5.6160 0.1351 -1.4097 -0.0425 -0.0134 0.0215 -1.30
C 4.5983 -0.9362 -1.0992 0.0545 0.0364 0.0115 -0.13
O 3.2817 -0.3469 -1.1034 -0.0224 -0.0991 0.1137 -0.23
P 2.2341 -0.5062 0.0830 0.2341 -0.6008 -0.3331 0.50
O 1.2511 0.6419 -0.2530 -0.1892 1.2422 0.1667 -0.63
Te 3.1120 -0.7258 2.2016 0.0066 0.0217 0.0408 -0.14
O 1.2486 -1.7243 -0.3706 0.1874 0.2057 0.0223 -0.21
C 1.6655 -3.1005 -0.3307 -0.0446 -0.1076 0.0863 -0.24
C 0.4472 -3.9673 -0.1106 0.0059 0.0484 0.0041 -1.17
H 6.5988 -0.3164 -1.5479 0.0151 -0.0044 0.0142 0.39
H 5.6725 0.8486 -0.5884 -0.0032 0.0254 -0.0072 0.30
H 5.3455 0.6662 -2.3216 0.0107 0.0003 -0.0175 0.30
H 4.7876 -1.3808 -0.1197 0.0172 -0.0311 -0.0480 0.32
H 4.5934 -1.7203 -1.8581 -0.0070 0.0072 0.0106 0.25
H 2.3846 -3.2204 0.4842 0.0099 -0.0292 -0.0321 0.42
H 2.1533 -3.3305 -1.2807 -0.0027 0.0271 0.0062 0.19
H 0.0662 -3.8450 0.9037 -0.0205 0.0163 -0.0099 0.18
H 0.7023 -5.0164 -0.2608 0.0133 -0.0079 0.0211 0.45
H -0.3403 -3.7007 -0.8172 -0.0066 -0.0210 -0.0144 0.27

---

116
Properties=species:S:1:pos:R:3:forces:R:3:mulliken_charge:R:1 method="wB97M-V/def2-TZVPD" multiplicity=5 orbital_gap_ev="5.41 / 7.07" largest_force_ev_per_a=1.434 charge=0 homo_ha="-0.2179 / -0.2814"
Fe 0.0104 0.3115 0.0257 1.1239 -0.1496 -0.8784 -0.18
O -4.2666 2.0805 2.5049 -0.0158 -0.2043 -0.0337 -0.76
C -3.9038 3.1049 1.6910 0.0555 0.0643 0.0454 0.41
C -4.6228 4.2903 1.7721 -0.0249 0.1007 -0.0028 -0.68
C -4.2635 5.3712 0.9805 0.0269 -0.0178 -0.0234 -0.47
C -3.1807 5.2826 0.1123 0.0033 -0.0169 0.0160 -1.12
C -2.4822 4.0850 0.0166 -0.0804 0.0257 -0.0276 -0.43
C -2.8411 2.9864 0.7898 0.1940 0.1561 -0.3264 0.40
C -2.1578 1.6511 0.5968 -0.0733 0.1217 0.2139 3.11
O -1.2113 1.6314 -0.4485 -0.2262 0.0893 1.3395 -0.07
N -1.6595 1.2115 1.9074 -0.4601 -0.6102 0.4957 -0.61
N -0.8720 0.0325 1.7318 -0.5685 1.0243 -0.1003 1.07
C -0.4136 -0.6007 2.8134 0.1714 -0.1056 -0.1806 -1.01
C 0.5184 -1.6323 2.7202 -0.1238 0.2114 0.0245 0.31
Br 1.1523 -1.8396 0.8575 0.1232 -0.2338 0.3216 -0.27
C 0.8897 -2.5657 3.6667 0.1320 -0.1905 -0.0836 -1.56
C 2.0490 -3.4557 3.6409 -0.0756 0.1597 -0.0108 0.85
C 1.9661 -4.7277 4.2243 -0.0039 -0.0326 0.0096 -0.66
C 3.0456 -5.5980 4.2108 -0.0550 0.0503 0.0159 -0.50
C 4.2480 -5.2180 3.6261 -0.0275 0.0308 -0.0098 -0.51
C 4.3589 -3.9502 3.0685 -0.0552 0.0797 -0.0064 -0.63
C 3.2782 -3.0787 3.0789 0.0557 0.0188 -0.0251 0.10
H -3.5353 1.4309 2.5044 -0.0360 0.0685 0.0557 0.46
H -5.4559 4.3478 2.4641 0.0725 -0.0071 -0.0491 0.47
H -4.8372 6.2893 1.0423 0.0515 -0.0383 0.0162 0.38
H -2.8928 6.1323 -0.4969 -0.0413 -0.0778 0.0380 0.44
H -1.6666 3.9668 -0.6885 -0.0557 0.0029 0.0382 0.28
H -2.9380 0.9180 0.3950 -0.0004 -0.0536 -0.2553 -1.67
H -1.1944 1.9419 2.4312 0.3558 0.1348 -0.1194 0.23
H -0.7499 -0.2892 3.7990 -0.0575 -0.0772 -0.0068 0.52
H 0.2165 -2.6603 4.5150 0.0462 0.0005 -0.0341 0.43
H 1.0283 -5.0338 4.6759 0.0498 -0.0079 -0.0129 0.40
H 2.9485 -6.5808 4.6573 -0.0077 0.0413 -0.0100 0.37
H 5.0914 -5.8978 3.6154 -0.0366 0.0319 0.0027 0.38
H 5.3019 -3.6307 2.6358 -0.0774 -0.0214 0.0224 0.38
H 3.3915 -2.0760 2.6778 -0.0169 -0.0912 0.0173 0.56
C -5.2463 -1.8702 -1.8149 -0.1073 0.0666 0.0773 -1.75
C -4.2538 -0.9379 -1.1244 0.3097 0.0492 0.1002 1.71
C -4.5846 0.4856 -1.5935 -0.0966 0.0056 0.0281 -1.42
C -4.4728 -1.0892 0.3915 -0.1009 0.1007 0.0277 -1.83
Sb -2.0629 -1.3025 -1.4888 -0.5569 -0.6661 -0.6096 -0.35
C -1.9403 -1.0107 -3.7020 0.0256 0.0580 0.2818 2.32
C -3.2200 -1.3032 -4.4773 0.0275 0.0162 -0.0849 -2.06
C -1.5765 0.4686 -3.8661 0.0275 0.0155 -0.1094 -1.86
C -0.8383 -1.8930 -4.2862 0.0184 0.0577 -0.0575 -1.82
C -1.8901 -3.5126 -1.2241 -0.0606 0.2153 -0.1111 1.68
C -2.0311 -3.7571 0.2806 0.0445 -0.1580 0.0194 -1.68
C -0.4914 -3.9373 -1.6851 0.0399 -0.0556 0.1017 -1.59
C -2.9163 -4.3666 -1.9751 0.1118 -0.0653 -0.0114 -1.91
H -6.2502 -1.5964 -1.4576 0.0669 -0.0391 -0.0538 0.55
H -5.0937 -2.9137 -1.5661 0.0165 -0.0697 0.0357 0.21
H -5.2530 -1.7675 -2.8950 0.0348 0.0003 -0.0724 0.28
H -5.6423 0.6855 -1.3718 0.0782 -0.0080 -0.0155 0.49
H -4.4522 0.5976 -2.6708 -0.0306 -0.0221 0.0571 0.22
H -4.0072 1.2723 -1.1149 0.0667 0.0014 -0.0075 0.12
H -5.3736 -0.5357 0.6901 0.0560 -0.0694 -0.0229 0.46
H -3.6462 -0.7210 1.0044 -0.0645 -0.0702 -0.0142 0.13
H -4.6295 -2.1378 0.6554 -0.0034 0.0665 -0.0138 0.40
H -4.0204 -0.6023 -4.2451 -0.0060 -0.0418 0.0010 0.39
H -3.5833 -2.3192 -4.3190 -0.0158 0.0082 -0.0115 0.22
H -3.0002 -1.1979 -5.5497 -0.0350 0.0061 0.0794 0.56
H -2.3215 1.1284 -3.4106 0.0456 -0.0409 -0.0462 0.23
H -1.5168 0.7132 -4.9373 -0.0091 -0.0250 0.1022 0.53
H -0.6134 0.7065 -3.4111 -0.0576 -0.0126 -0.0450 0.43
H -1.1594 -2.9352 -4.3490 0.0081 0.0574 -0.0231 0.36
H 0.0923 -1.8474 -3.7200 -0.0787 -0.0005 -0.0712 0.15
H -0.6193 -1.5545 -5.3092 -0.0158 -0.0203 0.0824 0.55
H -1.2503 -3.2585 0.8589 -0.0482 -0.0014 -0.0355 0.17
H -1.9521 -4.8360 0.4845 -0.0030 0.1156 -0.0178 0.48
H -2.9971 -3.4183 0.6599 0.0502 -0.0661 -0.0201 0.20
H 0.3005 -3.2827 -1.3122 -0.0935 -0.0762 -0.0280 0.09
H -0.4169 -3.9748 -2.7712 0.0118 -0.0306 0.0947 0.23
H -0.2805 -4.9465 -1.3023 -0.0254 0.0892 -0.0331 0.54
H -3.8655 -4.4170 -1.4443 -0.0077 0.0247 -0.0400 0.41
H -2.5384 -5.3971 -2.0459 -0.0498 0.0902 0.0245 0.51
H -3.1047 -4.0174 -2.9934 0.0244 -0.0398 0.0594 0.18
C 2.2837 4.4220 -3.1608 -0.0346 0.0231 0.0811 -0.86
C 1.5200 4.3512 -1.9748 0.0645 0.0229 -0.0723 -0.90
C 1.1560 3.1414 -1.4544 0.0263 -0.1568 -0.0341 -0.75
C 1.5208 1.9137 -2.0775 -0.0470 -0.0966 -0.0271 1.93
C 1.1346 0.6145 -1.5710 0.2618 0.1287 -0.5531 1.20
C 1.6127 -0.4914 -2.2416 0.0297 0.0839 0.1763 -0.03
C 2.4180 -0.4021 -3.4042 -0.0219 -0.0640 0.0469 -0.97
C 2.7432 0.8155 -3.9103 -0.0083 0.1156 -0.0229 -1.12
C 2.3093 2.0013 -3.2586 -0.0109 -0.0358 0.0360 1.10
C 2.6706 3.2705 -3.7796 0.0005 -0.0324 -0.0113 -0.82
H 2.5659 5.3857 -3.5685 -0.0165 -0.0382 0.0155 0.38
H 1.2210 5.2664 -1.4741 0.0138 -0.0698 -0.0245 0.50
H 0.5673 3.1087 -0.5537 -0.0998 -0.0591 0.0395 0.16
H 1.3693 -1.4926 -1.8950 -0.0434 0.0929 -0.0182 0.03
H 2.7543 -1.3099 -3.8939 -0.0216 0.0307 0.0305 0.43
H 3.3398 0.9023 -4.8128 -0.0192 0.0083 0.0523 0.37
H 3.2669 3.3067 -4.6855 -0.0217 -0.0164 0.0348 0.44
C 2.5168 2.6164 2.9108 0.0396 0.0671 0.0425 -1.52
C 1.5432 2.2193 2.0137 -0.0613 0.0247 -0.1020 -0.23
N 1.7484 1.2885 1.0804 0.3192 0.1381 0.2986 0.63
C 2.9934 0.8114 0.9599 -0.3118 -0.1075 -0.3144 -0.30
C 4.0467 1.1805 1.7733 0.4409 0.1555 -0.0721 0.22
C 3.7813 2.0718 2.8035 0.1183 0.0767 0.1618 0.06
C 5.3904 0.5980 1.5356 -0.4570 -0.1450 0.1392 -0.99
C 6.5779 1.1927 1.4776 0.3262 0.3094 -0.1330 -0.67
C 6.9492 2.6301 1.4339 -0.0936 -0.2833 0.0952 0.93
C 8.2907 2.9768 1.5219 0.2755 -0.0930 0.0530 -0.65
C 8.6205 4.3141 1.3996 0.0240 0.0294 0.0091 -0.20
N 7.7055 5.2608 1.2091 -0.2615 -0.1300 -0.0015 -0.58
C 6.4446 4.8276 1.1500 0.1302 -0.1228 0.0172 -0.15
N 6.0232 3.5704 1.2503 -0.2345 0.1900 0.0009 -0.30
H 2.2799 3.3484 3.6716 0.0167 -0.0264 -0.0311 0.47
H 0.5702 2.6916 2.0214 -0.0765 -0.1020 0.0475 0.29
H 3.1576 0.1124 0.1478 -0.0619 -0.0236 0.0344 0.57
H 4.5639 2.3332 3.5068 -0.0406 0.0578 -0.0906 0.57
H 5.3969 -0.4822 1.4031 -0.0300 0.0497 0.0636 0.36
H 7.4330 0.5325 1.3684 -0.0082 0.0391 -0.0312 0.29
H 9.0523 2.2211 1.6802 -0.0496 0.0921 -0.0504 0.36
H 9.6541 4.6429 1.4496 -0.0459 -0.0288 0.0130 0.38
H 5.6781 5.5817 0.9975 0.0499 -0.0462 0.0079 0.42

---

20
Properties=species:S:1:pos:R:3:forces:R:3:mulliken_charge:R:1 method="wB97M-V/def2-TZVPD" orbital_gap_ev=8.31 largest_force_ev_per_a=0.295 charge=0 homo_ha=-0.2632
C -1.4122 -2.3150 -1.3608 -0.0485 -0.0254 0.0131 -1.13
C -0.3997 -1.1659 -1.3994 0.0931 0.0236 -0.0338 -0.14
C -0.6547 -0.1182 -0.3596 0.1128 0.1581 -0.0296 -0.46
N 0.3175 0.4241 0.3013 -0.1851 -0.1861 -0.0197 0.18
C 1.5092 0.2708 0.9177 0.1643 0.1072 -0.1770 -0.66
C 0.5524 1.2688 1.4614 -0.1305 0.1419 0.1712 0.19
C 0.6663 2.7662 1.2869 0.0260 0.0243 -0.0553 -1.30
H -2.4411 -1.9486 -1.4561 0.1567 -0.0224 0.0123 0.30
H -1.3391 -2.8735 -0.4217 -0.0043 0.1299 -0.1295 0.31
H -1.2311 -3.0135 -2.1849 -0.0258 0.1260 0.1239 0.34
H 0.6152 -1.5567 -1.2494 -0.1295 0.0839 -0.0119 0.22
H -0.4168 -0.7031 -2.3960 0.0282 -0.0707 0.0808 0.28
H -0.1963 -1.6828 1.4392 0.0428 -0.1503 0.1593 -0.06
H -1.6540 0.2692 -0.1804 0.1225 0.0152 -0.0473 0.37
H 2.4877 0.3972 0.4757 -0.0940 0.0325 -0.0248 0.20
H 0.5226 -1.4447 1.5647 -0.1695 -0.2247 0.0883 0.02
H -0.0323 0.9601 2.3371 0.1525 0.0253 -0.0565 0.34
H 1.2319 3.1629 2.1387 -0.1051 -0.0360 -0.1489 0.36
H 1.2194 3.0139 0.3756 -0.1060 -0.0513 0.0878 0.33
H -0.3055 3.2719 1.2682 0.0997 -0.1010 -0.0024 0.31

---

Looking at relative energy (zero: lowest compared OMol25 entry of this formula, charge and spin) for the records above, in order, we have 1.535; 1.219; 4.402 eV.